# 1
{
  "formula": "C25H28KN8S9Sb",
  "method": "ωB97M-V/def2-TZVPD",
  "species": ["K", "S", "N", "C", "C", "C", "C", "C", "N", "C", "C", "N", "C", "C", "C", "C", "C", "N", "H", "H", "H", "H", "H", "H", "S", "Sb", "S", "S", "C", "C", "N", "C", "C", "N", "C", "C", "H", "H", "H", "H", "H", "H", "H", "H", "H", "H", "H", "H", "H", "C", "S", "C", "C", "S", "S", "C", "S", "S", "H", "H", "H", "C", "N", "C", "C", "N", "H", "H", "H", "H", "H", "H"],
  "coordinates": [[1.71695, -0.20687, 1.58819], [-3.92125, 5.57693, 1.01119], [-3.29385, 4.84183, 2.34049], [-2.29195, 4.06203, 1.94629], [-1.51865, 3.20103, 2.78099], [-1.77825, 3.02143, 4.14269], [-0.99605, 2.14933, 4.86229], [0.04485, 1.48983, 4.20139], [0.30335, 1.62833, 2.92329], [-0.46195, 2.45603, 2.19199], [-0.24655, 2.49223, 0.77289], [0.70235, 1.69573, 0.26069], [0.81325, 1.59403, -1.04051], [0.01795, 2.29733, -1.95101], [-0.92215, 3.16563, -1.45051], [-1.07665, 3.28243, -0.06661], [-2.07875, 4.09703, 0.53639], [-2.92565, 4.89803, -0.10411], [-2.59995, 3.55993, 4.59319], [-1.17855, 1.96663, 5.90829], [0.68155, 0.80413, 4.74789], [1.57495, 0.91813, -1.39631], [0.14185, 2.15073, -3.01501], [-1.55765, 3.75813, -2.09251], [-2.22315, -1.68377, 4.80019], [-0.91465, -2.19007, 2.98319], [1.34905, -2.50317, 3.36539], [-1.74805, -3.88447, 1.62859], [0.85255, -3.83347, -2.95021], [1.82185, -2.73877, -2.43861], [1.29865, -2.17337, -1.21651], [-0.08625, -1.79537, -1.41781], [-0.95215, -3.06497, -1.52291], [-0.02865, -4.19317, -1.81121], [0.78625, -4.48557, -0.60371], [1.41875, -3.15157, -0.15891], [1.38465, -4.71887, -3.29861], [0.22695, -3.45117, -3.75991], [1.93755, -1.94697, -3.17981], [2.81405, -3.14277, -2.23191], [-0.13725, -1.19797, -2.32961], [-0.42875, -1.17567, -0.59041], [-1.69615, -3.00437, -2.31801], [-1.45825, -3.28037, -0.56681], [-0.58595, -5.01937, -2.03121], [1.53755, -5.23047, -0.87061], [0.13205, -4.87537, 0.18569], [2.47195, -3.28037, 0.09509], [0.90765, -2.78167, 0.72859], [3.54095, 2.40713, -2.73011], [3.06065, 0.86453, -3.57101], [4.44745, -0.14897, -3.22251], [4.75455, -0.61107, -1.97691], [3.92555, -0.33707, -0.55101], [6.26315, -1.58547, -1.95001], [6.65065, -1.49387, -3.64251], [7.96815, -2.21037, -4.30561], [5.50265, -0.57277, -4.56361], [2.70405, 3.08923, -2.82931], [4.42805, 2.81173, -3.20701], [3.72305, 2.18713, -1.68211], [-4.51635, 1.63703, 0.86239], [-3.77205, 0.78203, 1.75409], [-4.40205, 0.43393, 3.00699], [-2.64715, 0.25753, 1.39679], [-1.63415, -0.22917, 1.11739], [-5.39655, 1.11463, 0.46949], [-3.88515, 1.95203, 0.03379], [-4.84915, 2.52033, 1.41119], [-5.29005, -0.17837, 2.82959], [-4.68965, 1.34683, 3.53259], [-3.71585, -0.13357, 3.63609]],
  "forces_ev_per_a": [[0.613, -0.555, -0.005], [1.246, -1.109, 0.204], [-0.065, 0.131, -0.229], [-1.012, 0.764, -0.418], [1.027, -0.816, 0.212], [0.134, -0.087, 0.040], [-0.139, 0.214, -0.185], [-0.072, -0.121, 0.478], [-0.046, 0.421, -0.311], [-0.816, 0.320, 1.586], [-0.310, 0.512, -1.632], [-0.458, 0.650, 0.165], [-0.017, 0.068, -0.538], [-0.166, 0.095, 0.153], [0.043, 0.029, 0.016], [0.990, -0.907, -0.020], [-1.050, 0.868, 0.148], [-0.052, 0.081, 0.230], [-0.028, 0.027, 0.060], [-0.002, -0.095, 0.076], [-0.030, -0.108, 0.007], [0.221, -0.205, -0.082], [0.071, -0.013, -0.011], [-0.059, 0.014, -0.090], [0.028, 0.005, 0.296], [-0.036, -0.295, 0.200], [0.284, -0.336, 0.532], [-0.262, -0.306, 0.151], [0.476, 0.154, -0.511], [0.170, 0.155, -0.103], [0.138, 0.267, -0.203], [-0.143, -0.026, 0.008], [-0.715, 0.690, 0.200], [-0.312, -0.480, -0.258], [0.549, -0.213, 0.875], [-0.051, -0.124, 0.192], [-0.096, -0.065, 0.074], [-0.072, -0.142, 0.108], [-0.008, -0.060, -0.089], [-0.017, -0.019, -0.040], [-0.035, 0.062, -0.054], [-0.145, -0.112, 0.042], [0.088, -0.098, -0.132], [0.178, -0.005, -0.118], [0.118, 0.169, 0.003], [-0.057, -0.010, -0.171], [-0.030, 0.123, -0.169], [-0.046, -0.012, 0.017], [-0.017, -0.194, 0.063], [0.029, -0.386, -0.233], [0.174, 0.048, -0.102], [-0.126, -0.017, -0.188], [0.588, -0.201, -0.636], [0.031, 0.096, 0.830], [-0.515, 0.408, -0.413], [-0.333, 0.138, 0.041], [0.263, -0.163, -0.146], [0.218, -0.138, 0.567], [-0.072, 0.181, -0.026], [0.033, 0.102, 0.007], [0.034, 0.010, 0.115], [-0.119, 0.041, -0.259], [-0.919, 0.670, 0.353], [-0.244, -0.152, 0.408], [0.641, -0.373, -0.366], [0.346, 0.291, -0.610], [0.035, 0.072, -0.006], [-0.025, -0.011, -0.040], [-0.028, 0.053, -0.027], [-0.045, 0.028, 0.005], [-0.049, 0.074, -0.017], [0.070, -0.082, -0.025]],
  "relative_energy_kj_mol": 109.60,
  "s2": 0.76,
  "total_energy_ha": -5831.49444,
  "e_lumo_ev": [0.86, 0.86],
  "orbital_gap_ev": [3.731, 5.218],
  "mol_weight_g_mol": 890.016,
  "spin_multiplicity": 2,
  "charge": -1
}

# 2
{
  "formula": "C25H28N3O3SSe2W",
  "method": "ωB97M-V/def2-TZVPD",
  "species": ["W", "O", "C", "C", "C", "C", "C", "C", "C", "N", "C", "C", "N", "C", "C", "C", "C", "C", "C", "C", "O", "H", "H", "H", "H", "H", "H", "H", "H", "H", "H", "H", "H", "H", "H", "C", "Se", "C", "C", "Se", "C", "H", "H", "H", "H", "H", "H", "H", "H", "H", "H", "O", "N", "C", "C", "C", "C", "C", "S", "H", "H", "H", "H"],
  "coordinates": [[0.10679, 0.03174, -0.49608], [0.45968, 1.93023, -0.29496], [1.60390, 2.56545, -0.12205], [1.62744, 3.73884, 0.63435], [2.82762, 4.37864, 0.86519], [4.02568, 3.88832, 0.33231], [4.00292, 2.75351, -0.44435], [2.79908, 2.07831, -0.68630], [2.74552, 1.00528, -1.65248], [1.66670, 0.37275, -1.94629], [1.64180, -0.42238, -3.18829], [0.21485, -0.92982, -3.33835], [-0.09417, -1.47562, -2.01385], [-0.00454, -2.75442, -1.86998], [0.25991, -3.43085, -0.62386], [-0.00216, -4.79855, -0.48275], [0.24374, -5.43734, 0.71141], [0.79705, -4.71378, 1.77316], [1.11538, -3.37526, 1.64274], [0.84116, -2.71965, 0.44377], [1.13208, -1.43800, 0.29259], [0.69304, 4.12616, 1.01873], [2.84126, 5.27527, 1.47240], [4.95496, 4.41253, 0.50517], [4.91575, 2.37657, -0.89257], [3.64550, 0.80961, -2.24040], [2.32839, -1.26896, -3.11447], [1.92962, 0.19965, -4.03440], [0.13123, -1.68583, -4.11934], [-0.43504, -0.08981, -3.57508], [-0.10418, -3.36862, -2.76703], [-0.42208, -5.34433, -1.32106], [0.02049, -6.48883, 0.82557], [0.98844, -5.21179, 2.71575], [1.58147, -2.81841, 2.44511], [1.83999, 1.89167, 3.53179], [1.26772, 0.42925, 2.39542], [-0.42877, 0.12922, 3.35013], [-1.48336, 1.23299, 3.22487], [-2.10226, 1.71449, 1.42035], [-2.46218, 3.57553, 1.85752], [1.91070, 1.52239, 4.55188], [1.16347, 2.74075, 3.47323], [2.82423, 2.19309, 3.18049], [-0.14521, 0.04400, 4.39922], [-0.79422, -0.84149, 3.02246], [-1.07920, 2.15846, 3.63260], [-2.36203, 0.95318, 3.80478], [-3.30835, 3.63250, 2.53651], [-2.71472, 4.07820, 0.92643], [-1.58753, 4.04704, 2.30272], [-1.54162, 0.72685, -1.50479], [-2.51879, -0.15453, -1.76093], [-3.23994, 0.05350, -2.87845], [-4.25738, -0.79504, -3.21876], [-4.53970, -1.87266, -2.37743], [-3.81139, -2.04529, -1.22752], [-2.76876, -1.16652, -0.89412], [-1.82287, -1.30779, 0.53671], [-2.94826, 0.92388, -3.44695], [-4.82330, -0.61010, -4.11947], [-5.33087, -2.56662, -2.62857], [-4.01469, -2.85756, -0.54445]],
  "forces_ev_per_a": [[-0.263, -0.638, -0.216], [-0.269, 0.847, -0.180], [0.095, -0.162, -0.142], [0.052, 0.077, -0.068], [0.037, -0.023, -0.022], [0.010, 0.008, 0.009], [0.103, 0.029, -0.025], [0.044, -0.303, 0.047], [0.111, 0.636, 0.017], [0.247, -0.414, -0.140], [-0.020, -0.064, 0.146], [-0.067, 0.054, -0.001], [0.408, -0.145, -0.347], [0.047, -0.309, 0.281], [-0.207, 0.083, -0.192], [-0.066, -0.113, -0.022], [-0.001, 0.002, -0.006], [0.014, 0.016, -0.040], [0.092, -0.108, -0.035], [0.038, -0.097, -0.218], [0.468, -0.400, 0.497], [-0.002, -0.056, 0.035], [0.004, 0.010, -0.036], [-0.006, -0.018, 0.040], [-0.014, 0.026, 0.006], [-0.035, 0.140, -0.039], [0.053, 0.000, 0.037], [0.022, 0.025, -0.017], [0.018, -0.039, -0.001], [-0.134, -0.020, 0.085], [0.150, -0.029, 0.018], [0.008, 0.004, 0.029], [0.001, 0.015, 0.008], [0.019, -0.005, -0.034], [-0.048, 0.015, 0.010], [0.007, 0.188, -0.131], [-0.187, -0.225, 0.588], [-0.034, 0.216, -0.214], [0.119, -0.122, -0.083], [-0.288, 0.134, 0.524], [0.041, -0.007, 0.013], [0.000, 0.019, 0.020], [0.014, 0.004, -0.002], [0.003, 0.034, 0.030], [-0.043, -0.092, 0.025], [-0.034, -0.019, -0.010], [-0.066, 0.018, 0.072], [0.069, -0.010, 0.115], [0.005, 0.066, 0.033], [0.011, 0.016, 0.004], [-0.001, 0.021, -0.020], [-0.307, 0.431, -0.469], [-0.167, -0.059, 0.218], [-0.118, -0.003, -0.158], [0.008, 0.076, -0.017], [-0.051, -0.013, -0.047], [0.125, 0.063, 0.140], [-0.222, 0.020, 0.130], [0.146, 0.197, -0.282], [0.031, -0.013, 0.016], [0.018, -0.007, 0.005], [0.000, 0.023, 0.024], [0.012, -0.001, -0.008]],
  "relative_energy_kj_mol": 145.50,
  "s2": 2.01,
  "total_energy_ha": -6627.37370,
  "e_lumo_ev": [-2.93, -3.27],
  "orbital_gap_ev": [6.341, 6.842],
  "mol_weight_g_mol": 792.344,
  "spin_multiplicity": 3,
  "charge": 1
}

# 3
{
  "formula": "C25H29AsCl2CrN2O4S2",
  "method": "ωB97M-V/def2-TZVPD",
  "species": ["Cr", "Cl", "C", "C", "C", "C", "C", "Cl", "C", "S", "H", "H", "H", "O", "C", "C", "O", "O", "C", "C", "C", "C", "C", "C", "C", "C", "C", "C", "C", "C", "H", "H", "H", "H", "H", "H", "H", "H", "H", "H", "H", "C", "N", "C", "N", "S", "H", "H", "H", "H", "H", "H", "C", "As", "C", "C", "O", "H", "H", "H", "H", "H", "H", "H", "H", "H"],
  "coordinates": [[0.94026, -0.25523, 0.77471], [2.89287, -1.10392, 2.04200], [2.21632, -1.53345, 3.62534], [3.15519, -1.86596, 4.58285], [2.71579, -2.23985, 5.84367], [1.35611, -2.28170, 6.10007], [0.45210, -1.94231, 5.11018], [-1.23789, -2.03706, 5.51062], [0.83305, -1.53257, 3.82269], [-0.35673, -1.06342, 2.63138], [4.20629, -1.83901, 4.33734], [3.42715, -2.49643, 6.61537], [0.98112, -2.57844, 7.06837], [-0.63660, -0.25667, -0.59260], [-0.36985, 0.50555, -1.79931], [1.13803, 0.90880, -1.79671], [1.55285, 1.67949, -2.65193], [1.85539, 0.40494, -0.86212], [-1.28082, 1.72823, -1.78294], [-1.16172, 2.70821, -2.76886], [-2.03895, 3.77822, -2.79559], [-3.04801, 3.88802, -1.84800], [-3.16511, 2.91919, -0.86713], [-2.28789, 1.84295, -0.83427], [-0.71545, -0.38219, -2.99370], [0.09861, -0.50340, -4.10918], [-0.28318, -1.32688, -5.16022], [-1.47585, -2.02584, -5.11155], [-2.30464, -1.89017, -4.00547], [-1.92951, -1.06716, -2.96003], [-0.64012, -1.21247, -0.83896], [-0.37582, 2.62685, -3.50366], [-1.93442, 4.52936, -3.56811], [-3.73604, 4.72220, -1.87789], [-3.94176, 2.99364, -0.11691], [-2.37679, 1.10090, -0.05380], [1.03045, 0.03922, -4.15897], [0.35971, -1.41577, -6.02559], [-1.76260, -2.67185, -5.93076], [-3.24876, -2.41678, -3.96181], [-2.59167, -0.94222, -2.11146], [-3.19164, -3.71663, 1.33479], [-1.87064, -3.39115, 0.85637], [-1.36341, -3.76750, -0.31533], [-2.14099, -4.51091, -1.12883], [0.19159, -3.31036, -0.80517], [-3.31598, -3.25581, 2.31174], [-3.33053, -4.79614, 1.45141], [-3.96714, -3.32692, 0.66989], [-1.24753, -2.86107, 1.46639], [-2.99407, -4.93670, -0.80964], [-1.72348, -4.83220, -1.98407], [4.05977, 2.06401, 0.63902], [2.35392, 2.79798, 1.10286], [1.81784, 3.92559, -0.34598], [2.69304, 3.97217, 2.57983], [1.21270, 1.68518, 1.56420], [4.76014, 2.88652, 0.49897], [3.95494, 1.48979, -0.27909], [4.40638, 1.42076, 1.44615], [2.48063, 4.78970, -0.36971], [0.79194, 4.24959, -0.17061], [1.86450, 3.36764, -1.28070], [3.45749, 4.70200, 2.31908], [3.02215, 3.37709, 3.43036], [1.76725, 4.48237, 2.84099]],
  "forces_ev_per_a": [[-0.289, 0.237, 0.072], [0.112, -0.254, 0.327], [0.235, 0.099, -0.312], [-0.189, -0.065, 0.159], [0.076, 0.045, -0.097], [0.012, -0.003, -0.025], [-0.162, -0.019, 0.094], [0.045, 0.007, -0.011], [-0.007, -0.014, -0.065], [0.106, -0.031, 0.068], [0.035, 0.009, -0.002], [0.012, -0.023, 0.011], [-0.003, -0.008, 0.034], [-0.172, -0.226, -0.393], [0.099, -0.108, 0.096], [-0.011, 0.139, -0.169], [-0.051, -0.122, -0.018], [0.035, -0.156, 0.054], [0.016, 0.034, -0.038], [-0.029, -0.089, 0.045], [0.019, 0.041, -0.039], [0.006, 0.010, -0.002], [-0.032, 0.015, 0.041], [0.055, 0.020, 0.114], [-0.100, 0.156, -0.069], [0.044, -0.087, 0.032], [0.019, 0.011, -0.049], [-0.045, -0.050, 0.007], [0.022, -0.006, -0.018], [-0.016, 0.056, 0.012], [0.093, 0.023, 0.043], [0.010, -0.016, -0.050], [-0.012, 0.012, -0.003], [-0.014, 0.024, 0.005], [-0.010, 0.008, 0.006], [-0.022, -0.009, -0.018], [0.029, 0.027, -0.012], [0.033, -0.018, -0.008], [-0.014, 0.006, -0.026], [-0.027, -0.018, -0.002], [-0.005, -0.009, 0.030], [-0.104, -0.025, 0.053], [0.180, -0.060, -0.044], [-0.003, 0.026, 0.036], [-0.015, -0.008, 0.064], [0.045, 0.057, -0.063], [-0.008, 0.004, -0.009], [0.007, 0.013, 0.001], [0.010, -0.005, 0.000], [-0.063, 0.043, -0.029], [0.004, 0.018, -0.011], [-0.012, 0.015, -0.012], [0.103, -0.075, -0.032], [0.099, 0.151, -0.024], [-0.165, -0.023, -0.002], [-0.070, 0.004, 0.145], [-0.002, 0.117, 0.166], [0.029, 0.006, -0.017], [-0.024, 0.010, 0.021], [-0.013, 0.015, 0.005], [0.010, 0.008, -0.060], [0.014, 0.006, 0.014], [0.054, 0.042, 0.002], [0.012, 0.009, -0.017], [-0.003, 0.009, -0.011], [0.013, -0.004, 0.000]],
  "s2": 6.01,
  "total_energy_ha": -6377.65363,
  "e_lumo_ev": [0.52, 0.51],
  "orbital_gap_ev": [7.745, 8.219],
  "mol_weight_g_mol": 683.475,
  "spin_multiplicity": 5,
  "charge": 0
}